Arrangement w

Here is C15H19NReSbSe4Si as an isolated structure from the OMol25 dataset. Energies are from the ωB97M-V functional and the def2-TZVPD basis.

Output
* E_HOMO: -14.5 eV
* total charge: +2
* gap between HOMO and LUMO: 5.917 eV

Positions of all 42 atoms, in Å:
1 Re 0.54 -0.84 0.10
2 Se 2.86 -1.96 3.54
3 Sb 2.35 -2.65 1.43
4 Se -0.74 -1.62 1.73
5 Se 1.72 0.91 0.72
6 Se 2.88 -4.24 -0.13
7 C -2.37 -4.42 -2.30
8 C -2.77 -3.17 -1.86
9 C -1.83 -2.17 -1.68
10 C -0.49 -2.45 -1.94
11 C -0.08 -3.69 -2.42
12 C -1.03 -4.68 -2.59
13 N 0.51 -1.45 -1.68
14 C 1.38 -1.11 -2.74
15 C 0.87 -1.05 -4.04
16 C 1.71 -0.67 -5.07
17 C 3.04 -0.36 -4.82
18 C 3.55 -0.45 -3.53
19 C 2.73 -0.82 -2.48
20 H -3.10 -5.21 -2.44
21 H -3.81 -2.97 -1.66
22 H -2.13 -1.17 -1.38
23 H 0.96 -3.87 -2.64
24 H -0.74 -5.65 -2.96
25 H -0.17 -1.29 -4.23
26 H 1.32 -0.61 -6.08
27 H 3.69 -0.08 -5.64
28 H 4.60 -0.25 -3.35
29 H 3.13 -0.96 -1.49
30 C 2.09 3.40 -1.64
31 Si 0.37 2.90 -1.20
32 C -0.45 3.65 0.26
33 C -0.61 1.96 -2.45
34 H 2.03 4.26 -2.33
35 H 2.61 2.61 -2.18
36 H 2.67 3.72 -0.78
37 H -0.70 4.69 0.00
38 H 0.20 3.69 1.13
39 H -1.38 3.14 0.52
40 H -0.96 2.69 -3.19
41 H -1.49 1.49 -2.01
42 H 0.00 1.24 -2.98

Atom charges from the Mulliken analysis, given in e for atoms 1 to 6: number 1, Re, carries 0.335; number 2, Se, carries -0.268; number 3, Sb, carries 0.901; number 4, Se, carries -0.023; number 5, Se, carries -0.080; number 6, Se, carries -0.270

=====

Arrangement x

Here is C15H19NReSbSe4Si as an isolated structure from the OMol25 dataset. Energies are from the ωB97M-V functional and the def2-TZVPD basis.

Output
* E_HOMO: -14.5 eV
* total charge: +2
* gap between HOMO and LUMO: 5.542 eV

Positions of all 42 atoms, in Å:
1 Re 0.63 0.37 0.57
2 Se 2.67 -1.65 3.62
3 Sb 2.31 0.50 2.83
4 Se 2.33 -0.64 -0.37
5 Se -0.83 -1.00 1.54
6 Se 2.77 2.70 3.39
7 C 2.96 4.21 -2.22
8 C 2.21 3.14 -2.69
9 C 1.32 2.49 -1.85
10 C 1.19 2.93 -0.54
11 C 1.91 4.02 -0.06
12 C 2.80 4.65 -0.90
13 N 0.32 2.22 0.37
14 C -0.67 2.98 1.04
15 C -1.29 4.04 0.36
16 C -2.28 4.76 0.99
17 C -2.67 4.44 2.29
18 C -2.04 3.40 2.97
19 C -1.04 2.67 2.35
20 H 3.65 4.71 -2.87
21 H 2.31 2.82 -3.72
22 H 0.70 1.69 -2.22
23 H 1.78 4.35 0.96
24 H 3.38 5.49 -0.54
25 H -0.99 4.28 -0.65
26 H -2.77 5.57 0.47
27 H -3.44 5.01 2.79
28 H -2.31 3.18 4.00
29 H -0.50 1.91 2.90
30 C -4.12 -0.33 1.43
31 Si -3.03 -0.55 -0.02
32 C -2.88 -2.22 -0.78
33 C -2.70 0.92 -1.06
34 H -5.14 -0.19 1.08
35 H -3.85 0.56 2.00
36 H -4.11 -1.20 2.09
37 H -3.86 -2.46 -1.21
38 H -2.67 -2.99 -0.04
39 H -2.14 -2.25 -1.58
40 H -3.63 1.13 -1.61
41 H -1.92 0.74 -1.80
42 H -2.48 1.80 -0.46

Atom charges from the Mulliken analysis, given in e for atoms 1 to 6: number 1, Re, carries 0.146; number 2, Se, carries -0.258; number 3, Sb, carries 0.869; number 4, Se, carries 0.059; number 5, Se, carries -0.084; number 6, Se, carries -0.260

=====

What should be chosen as the most stable of them? Choose arrangement x.

=====

Arrangement w

Here is a 2-piece molecular cluster, C3H5BrO overall from the OMol25 dataset. Energies are from the ωB97M-V functional and the def2-TZVPD basis.

Output
* expectation value of S²: 2.004
* 2S+1: 3
* E_HOMO (alpha / beta): -6.6 / -10.2 eV
* gap between HOMO and LUMO (alpha / beta): 7.393 / 7.836 eV

Positions of all 10 atoms, in Å:
1 C 0.06 0.29 0.24
2 C 1.27 -0.52 0.18
3 C -1.35 -0.01 -0.32
4 O 0.54 -0.38 1.32
5 Br 3.06 0.27 -0.16
6 H 0.08 2.05 0.39
7 H 1.29 -1.37 -0.44
8 H -1.31 -1.06 -0.76
9 H -1.61 0.68 -1.09
10 H -2.03 0.05 0.63

Atom charges from the Mulliken analysis, given in e for atoms 1 to 6: number 1, C, carries 0.152; number 2, C, carries -0.048; number 3, C, carries -0.902; number 4, O, carries -0.333; number 5, Br, carries -0.187; number 6, H, carries 0.129

=====

Arrangement x

Here is C3H5BrO as an isolated structure from the OMol25 dataset. Energies are from the ωB97M-V functional and the def2-TZVPD basis.

Output
* expectation value of S²: 2.006
* 2S+1: 3
* E_HOMO (alpha / beta): -6.3 / -10.2 eV
* gap between HOMO and LUMO (alpha / beta): 7.246 / 7.481 eV

Positions of all 10 atoms, in Å:
1 C 0.18 -0.97 0.22
2 C -1.06 0.24 -0.82
3 C 0.63 0.52 0.61
4 O -0.36 1.31 -0.01
5 Br 2.43 0.81 -0.20
6 H -0.46 -1.42 1.01
7 H 0.86 -1.71 -0.20
8 H -0.93 0.23 -1.81
9 H -2.08 0.26 -0.46
10 H 0.79 0.73 1.65

Atom charges from the Mulliken analysis, given in e for atoms 1 to 6: number 1, C, carries -0.753; number 2, C, carries -0.574; number 3, C, carries 0.072; number 4, O, carries -0.284; number 5, Br, carries -0.210; number 6, H, carries 0.281

=====

Arrangement y

Here is a 2-piece molecular cluster, C3H5BrO overall from the OMol25 dataset. Energies are from the ωB97M-V functional and the def2-TZVPD basis.

Output
* expectation value of S²: 2.017
* 2S+1: 3
* E_HOMO (alpha / beta): -6.9 / -10.2 eV
* gap between HOMO and LUMO (alpha / beta): 7.191 / 8.263 eV

Positions of all 10 atoms, in Å:
1 C -0.25 -1.11 1.26
2 C -0.75 -0.40 0.26
3 C 0.14 0.50 -0.50
4 O -0.46 1.37 -1.28
5 Br 1.75 1.32 0.61
6 H -0.96 -1.72 1.84
7 H 0.85 -1.00 1.51
8 H -1.71 -0.38 -0.04
9 H 1.25 -0.39 -1.72
10 H 0.15 1.82 -1.93

Atom charges from the Mulliken analysis, given in e for atoms 1 to 6: number 1, C, carries -0.651; number 2, C, carries -0.016; number 3, C, carries -0.081; number 4, O, carries -0.405; number 5, Br, carries -0.215; number 6, H, carries 0.262

=====

What should be chosen as the most stable of them? Choose arrangement y.